This record from the Open Molecules 2025 dataset describes a 2-piece molecular cluster, C5H5NO overall at a distorted geometry. The level of theory is the ωB97M-V functional and the def2-TZVPD basis.

Geometry as XYZ:
```
12
Properties=species:S:1:pos:R:3:mulliken_charge:R:1
O 0.373 0.385 2.000 -0.6331
C 0.930 0.265 0.924 0.8801
C 2.378 0.246 0.566 -0.3747
C 3.141 0.022 -0.353 -0.2049
C 0.494 -0.065 -0.395 -0.4403
C -2.592 -0.440 -0.373 -0.2212
N -1.588 0.257 -0.024 -0.4030
H 3.833 -0.219 -1.129 0.3882
H 0.615 0.726 -1.127 0.2662
H -3.256 -0.931 0.348 0.2167
H -2.810 -0.608 -1.428 0.2504
H -1.518 0.364 0.990 0.2755
```

The LUMO energy comes out at -0.21 eV. The HOMO energy is -8.849 eV. Its relative energy (zero: lowest compared OMol25 entry of this formula, charge and spin) is 632.9 kJ/mol.